1) 169
Properties=species:S:1:pos:R:3 method="wB97M-V/def2-TZVPD" multiplicity=1 homo_lumo_gap_ev=9.3
H -4.1248 -3.0600 5.5760
C 0.2560 -2.4955 3.8432
O -1.1737 3.9119 -6.7428
O -3.4181 2.5228 3.4524
O -2.7969 6.2711 4.3392
O -3.5363 -4.5403 4.3618
C -0.3400 -4.4636 -4.7986
H -0.2844 0.6458 3.0052
C -3.9527 -2.4719 3.4333
O 5.3237 2.1427 1.1708
C -4.6729 2.2574 0.3341
H -2.2677 2.3072 -5.9953
C 6.6886 2.2491 1.2203
C 2.9811 2.7920 3.7822
C 0.7511 1.2919 -5.2255
H 1.5625 0.7526 -5.7142
O -0.5888 -5.5929 -4.4189
H 0.1731 0.5219 -4.7146
O 6.3001 -1.5794 -3.1524
H -2.2469 -5.0764 -2.7394
C -1.6911 5.3782 4.8113
H 3.0895 -1.0503 -0.9328
O 0.2077 4.4252 -8.4804
O -5.1592 -3.6171 -0.5394
O -1.5630 7.7103 5.4653
H -0.0009 -5.4166 -1.4172
H -4.9573 0.6313 -5.1307
H -0.8928 -1.6143 -5.4315
C -0.7718 -4.6761 -1.2039
H -1.6690 4.2524 2.8581
C -5.2183 -1.6679 3.7765
H -3.5786 -0.8156 -2.8477
C 0.8727 -2.9045 -5.7229
H 0.3028 -1.7043 -4.1274
H 7.1951 2.7568 2.0412
O -4.4313 -3.5869 2.7031
H -4.2162 2.5995 -0.5946
H -5.7475 2.1823 0.1680
O 2.0379 2.4736 6.8443
C -0.5821 -0.0040 -1.2495
O 0.0485 -3.5988 3.1177
H -0.7189 1.8042 1.8431
C 3.3345 -1.8913 -1.5815
C -1.0323 4.7040 3.6188
H -4.8888 -1.4959 -6.3198
O -4.2926 -5.5997 -0.8533
H -0.3303 5.3626 3.1074
C 8.0101 0.1355 0.3735
O 1.5868 -2.3407 4.0985
O 5.9947 -3.2384 -4.7894
O -3.7888 0.9407 1.8558
O -1.2709 -0.9897 -0.5901
H 2.4972 3.0700 0.8307
C 0.2278 -0.1386 0.9688
H -3.5305 0.9431 -3.0329
C 2.5998 1.7298 4.7889
H 0.1403 6.6327 5.1023
O -4.1912 -5.7204 2.5390
H -2.4631 -6.6115 -0.1802
O -6.0283 -0.3390 -3.5272
O -2.9317 -3.8885 -1.3824
H -0.2602 4.0738 4.0602
H -5.5717 -1.2503 2.8337
H -3.0678 -6.9178 -1.8497
C 5.6422 -2.5090 -3.9024
H 3.4720 5.2759 -0.9499
O -0.6638 0.2110 -2.4824
H 3.6227 -0.6445 -3.3617
C 0.2061 3.8950 -0.9698
H 4.0422 2.6508 6.2306
O 1.3788 3.3331 -0.9457
H -6.0122 -2.2193 4.2804
H -5.1905 -0.5486 -0.8173
H 2.7041 2.5871 2.7481
H -0.6362 1.0224 -6.9220
H 1.2730 -5.0368 3.8389
H 1.6400 -4.5995 2.0272
O -0.6339 -1.7337 4.2164
C -0.1906 -2.2706 -4.9174
O 0.1104 4.8108 -0.1066
C 7.0929 0.8015 1.4328
H 1.1535 2.1125 -4.6316
H -4.9274 -0.8147 4.3893
H 7.6126 0.8784 2.3878
C 4.1578 -1.3451 -2.7206
O -0.8795 -3.3665 -4.3346
H -2.4246 -3.0851 4.9935
O 1.1622 1.8531 4.9788
H -0.5801 -1.9657 1.1314
H -3.3733 0.6492 -0.1742
H -3.9815 -2.0743 -4.8923
C -2.7242 7.5457 4.8306
C -4.8936 -1.5845 -5.2334
H 0.9857 1.2831 2.2307
O 0.6352 2.6394 -7.2450
C -2.1570 -5.0188 -1.6547
O 4.4263 -2.4670 -3.5390
H -0.6936 -4.5466 -0.1245
H 4.0084 3.1328 3.9113
O -0.8072 3.6232 -1.6923
H -0.6180 6.2355 6.5575
C -4.0248 -4.7186 3.1789
H 1.2282 -1.4218 -7.3993
C -0.1415 1.8198 -6.3675
C 5.4753 -0.7749 -2.2818
C 3.1746 1.9937 6.1700
O 5.8618 0.0223 1.4420
O -4.3883 3.0314 1.4561
H 1.8877 5.9051 0.3951
O -7.7568 -1.7553 -3.3583
H 1.1277 -0.7264 1.1497
C -0.1290 3.7399 -7.6093
H 3.4190 1.0185 6.5912
C -4.8882 -0.2043 -4.4342
H 1.3179 4.8263 1.6183
O 0.4124 0.2998 -0.3880
C 1.2883 -4.3179 3.0197
C -4.2088 -4.3091 -0.9028
O -0.2656 2.3271 6.5961
H 2.9959 0.7667 4.4671
C -4.2158 0.8126 0.4978
C 4.8664 0.8453 1.2694
O -3.5906 8.4790 4.8359
H -1.1724 2.7561 -4.7743
C -3.4722 -3.1962 4.7137
H -0.4832 -3.6770 -1.5305
H 8.2801 -0.8702 0.6959
C 1.3436 4.9715 0.5383
O 3.6403 0.6338 1.2775
H 2.4810 -2.4946 -1.8909
C 0.8810 2.2125 6.2003
C -0.9730 -1.0116 0.7802
C -3.7697 2.2558 2.3687
H -2.0112 4.5665 5.4646
C -5.2152 -0.2896 0.2412
C 3.2419 -3.8371 4.6032
H 8.8569 0.7396 0.0479
H 2.3562 3.6613 3.9867
H -3.0547 -2.1398 2.9123
C -6.6773 -1.4498 -3.8031
H 6.9202 2.7678 0.2900
H -4.8945 -1.1686 0.8003
H -1.8106 -0.7477 1.4259
H 7.3244 -0.0517 -0.4528
C -0.0322 0.9717 1.9962
H 0.2565 -2.6361 -7.8826
C -1.2901 2.7693 -5.8579
H -6.2246 -0.1291 0.6199
O 0.5899 -4.2404 -5.6359
H 4.0162 -3.1664 4.9758
H 2.6797 -3.9846 5.5253
C -0.8450 6.3951 5.5034
C -3.5613 -0.0028 -3.5737
H 1.7958 -2.8395 -5.1469
C 2.2253 3.8055 0.0736
C 2.3937 -3.2890 3.5001
H 2.9879 -2.9306 2.6595
H 3.8557 -2.6136 -0.9532
H 3.9544 3.4890 -1.1232
C 1.0629 -2.4739 -7.1673
H 3.5270 -4.8303 4.2560
H -2.6390 0.0223 -4.1540
H 5.5840 0.2910 -2.4822
O -6.0931 -2.2083 -4.7329
H 4.3228 4.4097 0.2961
H 1.9660 -3.0537 -7.3580
C -2.9626 -6.1846 -1.0499
C 3.5777 4.2929 -0.4908
H 5.7439 -0.9783 -1.2452

2) 169
Properties=species:S:1:pos:R:3 method="wB97M-V/def2-TZVPD" multiplicity=1 homo_lumo_gap_ev=6.7
C -0.5044 1.8005 -4.4844
C 5.1054 -0.3686 3.8773
O -3.2516 -1.7359 -1.5431
O -0.3081 -3.9074 -0.5724
H 0.0416 1.2946 -2.0597
H 2.9270 5.2445 -1.7817
H -0.0047 1.3109 2.6478
O -4.0275 0.2106 3.5421
H 4.2350 3.6417 -2.9772
O -0.7943 -0.5053 -4.7088
H 0.2238 3.2568 -3.0968
C 1.2794 4.6383 -0.8486
H 0.9798 1.5649 1.2637
H 1.1268 5.4481 -0.1351
C -1.8500 -4.7635 0.7492
O 0.3804 5.6198 2.2574
H 4.7986 -0.2429 -1.4398
H 2.3469 -4.5323 0.7297
H -1.5079 3.5915 -3.5391
O -3.7258 2.5779 -2.3002
H 4.3259 3.1887 3.1523
H -2.4826 -2.5744 3.2384
C -1.1658 3.6008 4.4728
C 2.5841 4.2978 -1.3642
H -0.0116 5.7880 -2.2117
H 0.1542 0.9653 1.5423
O 0.2676 3.3262 2.0506
H -0.5897 -3.9000 1.4597
C -3.8972 0.3490 -2.5856
C 3.4592 2.5385 3.2718
H -1.1704 -5.5926 0.9464
C -0.7528 2.8333 -3.3313
H -3.3577 -1.0672 3.4201
H 3.0654 -0.4078 5.5035
C -0.7543 1.2687 3.4379
O -1.4535 -0.4071 1.6121
C -3.3071 -4.7118 -0.9562
C -3.9518 -2.1957 -2.5433
C 0.5338 -3.1170 -1.1754
H -1.0675 3.2982 5.5154
O -4.0464 -5.1778 0.1642
C -5.2939 -3.3978 3.2962
O -2.8811 -0.3894 -5.6268
O 0.3316 -2.6398 -2.3104
H -2.7060 -6.3804 2.9342
C 5.7041 2.3508 -1.9743
H 4.9308 0.7072 3.8945
C 0.1638 0.4738 -4.1967
H 0.1501 2.2995 -5.1991
H -3.0994 -7.2114 1.4919
C 0.9234 4.5462 2.1420
H -1.1421 2.2348 -2.5077
O 3.1277 -0.4705 2.5850
H -3.4999 -4.2200 1.8725
O -4.3165 -2.8396 3.9520
C 5.5682 1.4031 0.7443
H -1.3943 2.9626 2.2886
O -0.7462 -1.4791 -0.1713
C 3.7859 -1.1243 3.6392
O -1.8241 0.2905 3.4140
O 1.3782 0.9221 -2.5140
C -1.4873 2.6339 3.3237
C 0.0932 -4.3167 0.7193
O -3.0919 0.6281 -1.4910
C 2.4916 1.3182 -2.8011
C -3.4682 -2.1174 3.1499
O -3.6806 -4.6491 -2.1657
O 6.2197 2.3549 1.1346
H 5.7341 1.2716 -1.8243
H 0.4273 0.4170 -3.1405
H 0.0504 -2.5939 -3.6535
C -3.0744 1.9597 -1.3010
H -4.6136 -0.3910 -2.2289
C 2.4595 -0.1291 0.1791
C -4.5635 1.9978 -4.3954
O 4.2630 1.2630 0.8979
H 2.4386 0.0475 -0.8963
H -3.2692 -0.6898 0.5713
H -1.0239 -3.3685 -4.8371
C -4.1942 -1.1803 0.8743
O 1.5922 -0.8870 4.1703
H -4.8357 -0.4535 1.3727
C 3.9051 -0.0873 0.5991
H -5.5885 1.7094 -2.4907
H -1.3265 1.3253 0.5502
H 0.4696 4.2109 -2.7735
C -1.8909 0.1085 -5.1663
C -1.3507 -1.6119 1.0456
C -0.1373 -0.2025 -0.2692
H -1.4206 0.3605 -1.9665
H 5.6506 -0.6819 4.7676
O 6.0827 0.3618 0.0648
H 5.6568 2.6963 -0.9416
C 5.0168 -0.4080 -0.3847
H 0.9127 -2.0601 1.9898
H 3.2546 3.9622 -0.5731
H 2.1507 -1.1496 0.4056
O -5.3172 -2.9516 1.9881
H -3.4040 -3.2325 1.3095
C 1.7980 -0.4070 2.9005
H 4.0345 -2.0847 3.1878
H 0.0593 -0.3760 -2.4179
O 3.3437 2.0411 -1.9540
H 2.7418 -2.1508 5.2931
H -1.1568 -1.6374 -4.5117
H -3.2541 -0.0669 -3.3613
H 0.1136 -5.3817 0.9504
H 0.9114 -0.4055 -0.0519
H 5.3296 -1.4507 -0.3296
C -0.4929 3.3372 -0.2095
O -2.8544 2.2150 3.6379
H 2.8896 2.6768 4.1908
C -0.6523 0.5587 0.9322
C -3.3489 -6.3131 2.0566
C -3.9986 -2.4363 1.7574
C 4.4127 1.6556 -3.9248
O 0.8220 3.5194 -0.0660
H 6.5774 2.7675 -2.4761
C 2.5842 2.9163 1.9802
H -4.3661 -6.3193 2.4482
C 1.1926 2.2866 2.0524
O -1.2065 2.6017 0.4689
H 2.6485 -2.4803 1.9462
C 4.3951 2.5851 -2.7627
C 0.1971 4.7712 -1.8791
C -2.9800 0.8412 3.6136
O -0.8556 4.1390 -1.2368
O 1.6902 -3.0033 -0.4125
H 5.7984 -0.6339 3.0789
H 3.8902 1.5516 3.1036
H -1.6298 -2.7023 -0.7726
H -3.6043 2.3936 -4.7292
H -0.2582 1.1886 4.4052
O -1.8821 -2.6427 1.5068
O -2.0200 -4.4940 -0.6025
H -5.4128 2.6400 -4.6287
H 4.5020 2.1534 -4.8903
H -1.3748 -3.9111 1.2346
O -5.1738 -2.0063 -2.6127
H -0.2543 4.1238 4.1833
O -2.4307 2.6178 -0.5644
O -3.1590 -2.8484 -3.3957
H -1.5625 -4.0142 -2.6512
C 2.8053 -1.1873 4.7873
C 1.6361 -2.8743 2.0351
H -4.6343 -1.5619 -0.0470
H 1.8082 0.4387 0.8435
H 2.6942 3.5852 -2.1816
O 0.9466 0.0316 2.1494
H 5.1937 0.8958 -3.8952
O 2.3142 4.3080 2.0579
C -1.8485 -3.0040 -2.9442
C -3.2551 -5.0939 1.2688
H -4.7420 1.0495 -4.9023
O -6.0200 -4.2436 3.7892
O 3.1372 1.0717 -3.9756
H -1.8678 4.4303 4.5577
C 1.5354 -3.8082 0.8030
C -4.5898 1.6675 -2.9255
C -0.9618 -2.6090 -4.0577
C -1.8714 -2.1660 -1.6903
H 1.0887 1.6708 2.9458
H 1.5028 -3.4538 2.9486
C -0.3605 0.3423 -1.7137
H 3.1777 2.7520 1.0809
H 4.1228 -0.6633 1.4986
O -1.7605 1.4750 -5.0216
H -1.2724 -1.2729 -1.8686
H 1.0739 0.4544 -4.7961

3) 169
Properties=species:S:1:pos:R:3 method="wB97M-V/def2-TZVPD" multiplicity=1 homo_lumo_gap_ev=9.9
H -4.3106 1.3852 -7.0529
H 5.5182 -0.1083 -3.4510
H -5.8667 2.2608 4.6369
H 1.0614 0.1438 1.6475
H -2.0073 3.6189 0.8405
H 4.5840 3.0021 -1.6686
O -4.4518 3.5445 2.5594
O 2.7997 -3.9740 -2.2609
H -2.9147 1.8710 -3.8843
O -5.3282 1.5135 2.8883
O -3.0807 -6.1048 -1.7087
O 3.5038 -2.3515 0.9808
C -6.1103 2.4028 3.5841
H -7.1543 2.1496 3.3997
C -3.9792 1.4286 -6.0154
H 5.7986 -3.7654 -3.3734
C -4.9681 -0.1710 -1.5796
O 7.0477 6.0541 0.1654
C 3.3006 0.1286 3.8348
O -3.4279 -8.0571 -2.6018
H -3.0699 -2.7794 -2.1359
C 1.0778 -0.1255 0.5914
O 5.4803 -1.9664 0.1978
O 0.7978 0.8365 -1.4558
C 5.0996 4.9174 -0.5700
H -1.5429 0.0743 -1.6164
C 3.1649 -5.1656 -1.6605
H 5.0778 -2.0539 4.4603
C -4.6763 -5.0140 -2.7957
O 0.8916 -1.1602 6.0089
H 5.5011 -1.5236 5.8471
H -1.9651 5.8100 1.3689
C 7.0990 5.8239 -1.1730
O -2.2456 -4.0559 2.6135
C 7.2199 -4.5488 0.2254
O 6.0634 4.9407 -1.5467
H 6.6144 -4.7750 -0.6523
C -4.3603 2.2475 2.2697
C -1.4787 -0.4332 -5.1035
O -1.4006 0.3770 -4.0161
H 4.2970 5.5920 -0.8682
C -3.3267 -3.5563 1.9645
H 4.7823 -2.2425 -4.1396
C -4.4385 -3.8107 3.0577
O -5.2445 0.9510 -0.8542
H -1.8692 -4.0283 -2.4519
H 0.0679 -2.2876 -2.2834
H -4.3323 -3.7780 4.1420
H -4.4087 2.4147 -5.8386
C -0.1839 4.1245 4.3543
C 5.7402 -0.7466 -2.5958
C -1.3971 3.5844 -1.1604
H -1.5122 4.1393 -2.0916
C 4.0834 -0.1021 5.1218
H -7.0944 1.7217 -1.2798
H -3.6976 -1.4855 2.2896
O -1.0543 -1.5565 -5.1816
H 0.4041 -4.7138 -0.5795
H -7.9158 -2.1481 0.0699
O 3.0846 -0.8113 6.0314
H -4.3905 -4.6318 -3.7757
C 0.0427 2.6304 4.2120
H 0.9037 -1.2002 0.5369
H -0.9719 -1.0411 -0.6396
C -1.2623 -3.0832 2.5887
H -1.7933 2.1165 -6.4438
H 6.7879 -2.6057 -2.2637
C -2.2133 4.2013 -0.0575
H 7.4815 -2.1172 -0.2253
H -6.8585 1.0935 0.5072
C -6.6593 1.0259 -0.5623
C -1.9302 1.6888 -4.3153
H -2.1030 4.3748 5.3355
H -7.9972 -0.7971 1.2132
O 7.9620 6.2015 -1.9122
C 7.5842 -2.3135 -5.0124
O 6.4562 -2.9934 -5.0870
H 4.7844 -1.0508 -2.1693
H 0.3823 4.5978 5.1565
C -6.6183 4.4704 2.2685
C 6.7611 -3.5411 1.2237
H 5.2033 2.6763 -0.3185
O 4.1764 -5.8113 -1.8187
H 4.3404 0.8908 5.4908
H -1.8944 0.3714 0.1192
O 3.0484 1.0444 -1.9911
H -3.1551 -1.8571 0.5841
H 1.5314 -3.7889 0.5719
H 3.0869 1.1600 3.5546
H 8.2966 -4.4752 0.0727
H 1.0757 2.5494 4.5502
O 2.3611 0.2661 0.1153
O 1.1262 3.9315 1.2008
C 1.3856 -4.2789 -0.3908
C -5.6640 3.7500 3.2614
O 7.5626 -1.5720 -3.9251
H -4.6731 -4.8742 3.1037
H -5.4393 4.3991 4.1078
C -2.6941 -3.7452 -1.7982
O -6.0281 -0.9551 -1.6199
C 0.7922 -2.9942 -2.6887
H -2.2205 4.7631 3.5762
C -1.1490 0.0337 -0.6009
H 6.1539 -0.0838 -1.8358
C -7.3931 -1.2642 0.4354
H -0.3386 3.7167 -0.9362
H -1.4222 5.7665 4.6590
H 3.7670 -0.3739 2.9874
O -2.2477 0.0620 -6.0028
C 5.6724 -2.8342 -3.9255
C 2.1941 0.8425 -1.1224
O 0.3412 4.6713 3.2245
H -2.2333 -3.5897 -0.8227
C 4.6816 -2.6426 0.8891
C -3.5220 5.7774 -0.9939
H -6.4616 -1.6605 0.8395
C -7.0946 -0.3772 -0.9074
H -1.2160 2.4900 -4.1257
H -3.4556 -3.9996 0.9771
O -1.7154 -1.9500 1.9969
C 1.9458 -0.8384 5.4172
H 1.1730 -2.3995 -3.5189
H 7.2710 -3.5303 2.1871
O -4.8484 -6.3853 -2.8575
O -4.4491 6.3325 -1.4227
O 5.4033 -3.7167 1.4561
H 6.9873 -5.5462 0.5986
H 0.3214 -3.8817 -3.1115
H -6.7871 3.8613 1.3805
H -4.3178 -4.6547 -0.7898
C -3.7605 -4.7844 -1.7176
O 0.2393 2.4699 2.7749
O -3.4526 1.6831 1.6923
H -7.5231 4.7050 2.8293
H -5.2869 -3.2033 2.7423
H 5.3196 6.0328 1.2626
H -5.6445 -4.5709 -2.5623
O -3.9195 -0.4465 -2.0541
O -3.5434 4.5674 -0.3961
O -0.0556 -3.3287 2.7958
H -4.4599 0.6792 -5.3866
H -6.1848 5.3889 1.8728
H -0.0742 1.7363 0.2272
C 0.1098 0.7441 -0.1849
C 4.5520 3.4699 -0.6846
C 1.7454 -3.2958 -1.5285
H 6.0586 4.4702 1.1597
O 2.2882 -5.3580 -0.6522
H 2.0615 -2.3547 -1.0785
H -1.5195 2.5084 -1.2843
H 6.7174 -1.2998 1.1836
C -3.7869 -6.9612 -2.4615
H -0.7291 1.9546 4.5805
O 2.0817 -0.5120 4.1365
H -8.0942 -0.2955 -1.3342
C -2.3726 1.4901 -5.7654
O 8.4568 -2.4362 -5.7589
C -1.5668 4.7072 4.4466
H 3.4802 3.5605 -0.5079
H 6.2359 -0.6045 4.7262
O -2.3207 6.4034 -0.5855
C -1.6490 5.5261 0.3650
C -3.0573 -2.0876 1.6450
H -0.5672 5.6282 0.2786
C 6.4884 -1.9391 -3.0724
C 5.2622 -1.0677 4.8862
C 5.8825 5.3838 0.5919
C 6.7393 -2.1996 0.5687
C 0.6763 3.6773 2.3345

Consider the structures shown above. The most stable of them is 1).